<P>
Below is a single C3H4OS3 molecule, with properties calculated with ωB97M-V with the def2-TZVPD basis set.

Results
Multiplicity: 1
Charge: 0
E_HOMO, eV: -8.7

Cartesian coordinates (Å):
C: -1.78381 0.81435 0.15601
C: 0.23034 -0.26362 -0.04551
C: 1.76421 -0.00196 -0.03943
H: -2.15954 0.09135 0.89929
H: -2.13720 0.54715 -0.85906
H: -2.10619 1.85578 0.37406
H: 1.80626 -2.28267 -0.04609
O: -0.33646 0.89485 0.15299
S: -0.45023 -1.71780 -0.40831
S: 2.76878 -1.36610 0.17546
S: 2.40385 1.42867 -0.35942

<Q>
Below is a single C3H4OS3 molecule, with properties calculated with ωB97M-V with the def2-TZVPD basis set.

Results
Multiplicity: 1
Charge: 0
E_HOMO, eV: -8.9

Cartesian coordinates (Å):
C: -1.17016 0.00548 -0.51509
C: -0.33286 0.92430 0.47702
C: 1.91797 -0.89245 0.97506
H: -2.05709 -0.47013 -2.53743
H: 0.18769 1.79936 -0.09927
H: -1.26785 1.40790 1.06564
H: 2.65706 -1.24577 1.82460
O: -1.58403 -1.01229 -0.14322
S: -1.19146 0.60648 -2.20218
S: 0.64066 0.00763 1.77827
S: 2.20008 -1.13053 -0.62340

Which of them is most stable, and which least? Most stable: <P>; least stable: <Q>.